Record 1
{"formula": "C5H13N2O", "method": "ωB97M-V/def2-TZVPD", "charge": 0, "max_force_ha_per_bohr": 0.0484, "orbital_gap_ev": [9.691, 7.011], "e_homo_ev": [-8.8, -8.7], "relative_energy_ev": 2.219, "s_squared": 0.76, "multiplicity": 2, "symbols": ["N", "C", "C", "N", "C", "C", "C", "O", "H", "H", "H", "H", "H", "H", "H", "H", "H", "H", "H", "H", "H"], "positions_angstrom": [[0.340, 2.784, 1.657], [0.495, 1.310, 1.696], [-0.619, 0.659, 0.929], [-0.449, -0.784, 0.632], [0.296, -0.034, -1.713], [0.307, -1.062, -0.569], [-0.139, -2.515, -1.189], [-0.894, -2.465, -2.263], [0.625, 3.161, 0.762], [-0.575, 3.149, 1.895], [0.411, 1.070, 2.756], [1.505, 1.108, 1.354], [-0.990, 1.063, -0.011], [-1.517, 0.815, 1.549], [-1.291, -1.315, 0.752], [0.730, -0.632, -2.522], [-0.737, 0.017, -2.080], [0.771, 0.929, -1.606], [1.357, -1.289, -0.336], [-0.488, -3.033, -0.274], [0.861, -2.934, -1.417]], "forces_ev_per_a": [[0.710, 0.059, -0.021], [-0.397, 1.986, -0.006], [-1.715, -1.790, -0.253], [0.460, 0.695, 0.729], [-0.981, -1.899, -0.686], [0.532, -0.407, -0.722], [1.233, 0.649, 1.966], [-0.639, -0.027, -0.310], [-0.193, -0.002, 0.042], [0.035, -0.368, -0.071], [0.195, -0.552, -0.127], [0.023, -0.327, -0.124], [0.899, 1.145, -0.117], [0.163, -0.523, 0.079], [-0.213, -0.108, -0.249], [0.517, 0.618, -0.136], [0.071, 0.691, 0.228], [0.108, 0.069, 0.307], [-0.120, 0.410, 0.391], [-0.474, -0.295, -0.537], [-0.215, -0.023, -0.381]], "lowdin_charge": [-0.022, -0.260, -0.240, -0.044, -0.067, -0.349, -0.303, 0.033, 0.055, 0.060, 0.108, 0.109, 0.096, 0.120, 0.099, 0.079, 0.086, 0.073, 0.121, 0.110, 0.136]}


Record 2
{"formula": "C5H13N2O", "method": "ωB97M-V/def2-TZVPD", "charge": 1, "max_force_ha_per_bohr": 0.0199, "orbital_gap_ev": 10.290, "e_homo_ev": -13.5, "relative_energy_ev": 2.014, "smiles": "C[C@H](C=O)NCC[NH3+]", "multiplicity": 1, "symbols": ["N", "C", "C", "N", "C", "C", "C", "O", "H", "H", "H", "H", "H", "H", "H", "H", "H", "H", "H", "H", "H"], "positions_angstrom": [[0.612, -1.381, 1.654], [0.472, 0.067, 2.078], [0.285, 0.998, 0.860], [0.810, 0.375, -0.344], [-0.415, 0.781, -2.546], [-0.124, -0.167, -1.382], [-1.384, -0.596, -0.662], [-1.536, -1.731, -0.290], [0.268, -2.044, 2.349], [1.607, -1.530, 1.499], [0.008, -1.572, 0.843], [1.368, 0.279, 2.653], [-0.321, 0.176, 2.827], [0.837, 1.908, 1.044], [-0.773, 1.249, 0.815], [1.484, 0.996, -0.763], [-0.437, 0.221, -3.468], [-1.368, 1.291, -2.405], [0.336, 1.555, -2.617], [0.392, -1.068, -1.692], [-2.122, 0.193, -0.453]], "forces_ev_per_a": [[-0.589, 0.369, 0.605], [-0.043, 0.085, 0.891], [-0.079, -0.525, 0.209], [-0.193, 0.255, -0.028], [-0.199, -0.101, 0.521], [0.750, 0.457, 0.529], [0.282, 0.075, -0.473], [-0.164, -0.140, 0.479], [0.264, 0.181, 0.365], [-0.231, -0.430, -0.591], [0.532, -0.165, -0.422], [0.300, 0.131, -0.228], [-0.154, -0.284, -0.447], [-0.027, 0.276, 0.207], [-0.001, 0.230, -0.175], [0.047, -0.126, -0.258], [-0.119, -0.027, -0.328], [-0.088, 0.007, -0.093], [0.294, 0.081, -0.102], [-0.263, -0.248, -0.508], [-0.317, -0.101, -0.154]], "lowdin_charge": [0.196, -0.102, -0.184, -0.032, -0.016, -0.325, -0.217, 0.078, 0.176, 0.171, 0.101, 0.124, 0.134, 0.129, 0.112, 0.116, 0.088, 0.085, 0.082, 0.141, 0.141]}


Record 3
{"formula": "C5H13N2O", "method": "ωB97M-V/def2-TZVPD", "charge": 1, "max_force_ha_per_bohr": 0.1440, "orbital_gap_ev": 3.710, "e_homo_ev": -12.2, "relative_energy_ev": 10.111, "multiplicity": 1, "symbols": ["N", "C", "C", "N", "C", "C", "C", "O", "H", "H", "H", "H", "H", "H", "H", "H", "H", "H", "H", "H", "H"], "positions_angstrom": [[5.201, -0.380, -0.673], [1.707, -0.271, 1.101], [0.362, -0.023, 1.432], [-0.957, 0.547, 0.287], [-1.882, 1.621, 0.137], [-0.745, -0.276, -0.857], [-2.030, -0.785, -0.329], [-3.101, -0.526, -0.999], [6.062, -0.640, -0.283], [5.015, -0.613, -1.642], [4.427, -0.030, -0.071], [2.296, 0.687, 1.032], [2.003, -1.330, 0.986], [-0.337, -0.849, 1.673], [0.208, 0.859, 2.104], [-2.828, 1.283, -0.361], [-1.328, 2.443, -0.417], [-2.199, 1.966, 1.164], [0.169, -0.796, -0.789], [-0.903, 0.215, -1.809], [-1.954, -1.754, 0.209]], "forces_ev_per_a": [[-2.357, 0.864, -0.152], [-1.273, 1.493, 0.104], [-1.318, 0.308, 1.828], [-0.265, -1.890, -0.204], [1.136, 3.615, 1.255], [0.146, 2.752, -1.037], [-4.746, -3.931, -4.107], [3.635, -0.792, 3.366], [0.768, -0.294, 0.536], [0.051, 0.130, 0.693], [1.547, -0.696, -1.084], [0.050, -1.667, -0.265], [0.498, 0.977, -0.064], [1.214, 0.327, 0.211], [0.220, -0.591, -0.368], [1.271, 0.382, -0.023], [-1.280, -0.562, 0.453], [0.442, -0.140, -1.067], [0.141, -1.179, -0.227], [0.272, 0.030, -0.290], [-0.152, 0.863, 0.444]], "lowdin_charge": [0.016, 0.155, -0.095, -0.084, -0.038, -0.089, -0.228, 0.057, -0.013, 0.012, -0.007, 0.115, 0.113, 0.119, 0.149, 0.122, 0.134, 0.128, 0.114, 0.152, 0.169]}


Record 4
{"formula": "C5H13N2O", "method": "ωB97M-V/def2-TZVPD", "charge": 1, "max_force_ha_per_bohr": 0.0105, "orbital_gap_ev": 11.517, "e_homo_ev": -14.8, "relative_energy_ev": 0.332, "smiles": "CCC[C@@H]([NH3+])C(N)=O", "multiplicity": 1, "symbols": ["N", "C", "C", "C", "C", "C", "N", "O", "H", "H", "H", "H", "H", "H", "H", "H", "H", "H", "H", "H", "H"], "positions_angstrom": [[-1.502, -0.606, 1.175], [-0.560, 0.359, 0.507], [0.700, -0.373, 0.076], [0.482, -1.376, -1.083], [0.703, -0.772, -2.481], [-0.341, 1.450, 1.567], [0.452, 2.475, 1.225], [-0.951, 1.379, 2.620], [-0.967, -1.340, 1.647], [-1.993, -0.087, 1.923], [-2.145, -1.065, 0.527], [-1.081, 0.776, -0.352], [1.125, -0.886, 0.946], [1.473, 0.332, -0.223], [1.155, -2.211, -0.923], [-0.531, -1.790, -1.026], [1.317, 0.132, -2.454], [-0.234, -0.482, -2.949], [1.178, -1.512, -3.125], [0.622, 3.164, 1.944], [1.100, 2.433, 0.457]], "forces_ev_per_a": [[0.049, -0.347, -0.103], [0.196, -0.057, 0.070], [0.146, -0.481, -0.201], [-0.003, 0.444, 0.176], [-0.184, -0.057, 0.129], [-0.156, 0.301, -0.108], [0.125, -0.167, 0.256], [-0.053, -0.117, -0.082], [-0.029, 0.026, -0.006], [0.014, 0.162, 0.036], [0.016, 0.180, 0.081], [-0.075, 0.106, -0.035], [-0.114, 0.021, 0.085], [-0.068, 0.182, -0.016], [0.101, -0.082, -0.034], [0.071, -0.131, -0.009], [0.165, -0.207, 0.032], [-0.107, -0.014, -0.062], [-0.007, 0.178, -0.068], [0.021, 0.044, -0.075], [-0.107, 0.017, -0.062]], "lowdin_charge": [0.227, -0.200, -0.156, -0.227, -0.082, -0.483, 0.216, 0.078, 0.178, 0.158, 0.176, 0.172, 0.133, 0.114, 0.111, 0.098, 0.076, 0.073, 0.082, 0.139, 0.118]}


Record 5
{"formula": "C5H13N2O", "method": "ωB97M-V/def2-TZVPD", "charge": 1, "max_force_ha_per_bohr": 0.1139, "orbital_gap_ev": 11.657, "e_homo_ev": -14.7, "relative_energy_ev": 3.138, "multiplicity": 1, "symbols": ["C", "C", "C", "C", "C", "N", "N", "O", "H", "H", "H", "H", "H", "H", "H", "H", "H", "H", "H", "H", "H"], "positions_angstrom": [[0.938, -0.638, 0.213], [2.985, 0.366, -0.387], [-1.297, 0.499, 1.405], [-1.634, -1.425, -0.142], [-0.998, 0.732, -0.998], [1.588, 0.429, 0.167], [-0.951, -0.187, 0.167], [1.031, -1.821, 0.221], [2.888, 0.647, -1.452], [3.621, 1.075, 0.033], [3.331, -0.592, -0.187], [-2.385, 1.015, 1.157], [-1.533, -0.192, 2.138], [-0.711, 1.331, 1.713], [-1.254, -2.329, 0.555], [-2.745, -1.269, -0.105], [-1.149, -1.770, -1.057], [-0.544, 1.702, -0.842], [-0.503, 0.132, -1.806], [-1.950, 0.992, -1.289], [1.272, 1.303, 0.496]], "forces_ev_per_a": [[-3.965, -4.259, 0.665], [-2.126, 0.960, -1.516], [-4.776, 1.615, -2.261], [0.696, -2.465, 1.684], [2.268, -1.541, -0.496], [3.313, 1.806, -0.477], [2.923, 1.548, 0.080], [0.529, 1.684, -0.336], [0.284, -0.673, 0.413], [0.779, 1.226, 1.198], [0.810, -1.718, -0.098], [2.424, -1.067, 0.782], [0.096, -1.258, 1.691], [1.033, 0.288, 0.047], [-1.223, 2.382, -0.931], [1.106, -0.442, -0.355], [-1.029, 0.124, -0.435], [0.658, -0.131, 0.348], [-0.430, 1.126, 0.349], [-2.605, 0.018, -0.516], [-0.765, 0.775, 0.164]], "lowdin_charge": [-0.339, 0.057, -0.026, -0.046, -0.032, 0.088, -0.332, 0.188, 0.120, 0.080, 0.080, 0.171, 0.075, 0.083, 0.157, 0.131, 0.097, 0.100, 0.129, 0.075, 0.143]}


What did the second record say?
{"formula": "C5H13N2O", "method": "ωB97M-V/def2-TZVPD", "charge": 1, "max_force_ha_per_bohr": 0.0199, "orbital_gap_ev": 10.290, "e_homo_ev": -13.5, "relative_energy_ev": 2.014, "smiles": "C[C@H](C=O)NCC[NH3+]", "multiplicity": 1, "symbols": ["N", "C", "C", "N", "C", "C", "C", "O", "H", "H", "H", "H", "H", "H", "H", "H", "H", "H", "H", "H", "H"], "positions_angstrom": [[0.612, -1.381, 1.654], [0.472, 0.067, 2.078], [0.285, 0.998, 0.860], [0.810, 0.375, -0.344], [-0.415, 0.781, -2.546], [-0.124, -0.167, -1.382], [-1.384, -0.596, -0.662], [-1.536, -1.731, -0.290], [0.268, -2.044, 2.349], [1.607, -1.530, 1.499], [0.008, -1.572, 0.843], [1.368, 0.279, 2.653], [-0.321, 0.176, 2.827], [0.837, 1.908, 1.044], [-0.773, 1.249, 0.815], [1.484, 0.996, -0.763], [-0.437, 0.221, -3.468], [-1.368, 1.291, -2.405], [0.336, 1.555, -2.617], [0.392, -1.068, -1.692], [-2.122, 0.193, -0.453]], "forces_ev_per_a": [[-0.589, 0.369, 0.605], [-0.043, 0.085, 0.891], [-0.079, -0.525, 0.209], [-0.193, 0.255, -0.028], [-0.199, -0.101, 0.521], [0.750, 0.457, 0.529], [0.282, 0.075, -0.473], [-0.164, -0.140, 0.479], [0.264, 0.181, 0.365], [-0.231, -0.430, -0.591], [0.532, -0.165, -0.422], [0.300, 0.131, -0.228], [-0.154, -0.284, -0.447], [-0.027, 0.276, 0.207], [-0.001, 0.230, -0.175], [0.047, -0.126, -0.258], [-0.119, -0.027, -0.328], [-0.088, 0.007, -0.093], [0.294, 0.081, -0.102], [-0.263, -0.248, -0.508], [-0.317, -0.101, -0.154]], "lowdin_charge": [0.196, -0.102, -0.184, -0.032, -0.016, -0.325, -0.217, 0.078, 0.176, 0.171, 0.101, 0.124, 0.134, 0.129, 0.112, 0.116, 0.088, 0.085, 0.082, 0.141, 0.141]}


Q: Which formula does entry 5 have?
A: C5H13N2O


Q: multiplicity of number 4 (C5H13N2O)?
A: 1